A.
This record from OMol25 describes a gas-phase ion, C4H11N2 (charge +2). The level of theory is ωB97M-V/def2-TZVPD.

Output
net charge = +2
M = 87.1 g mol⁻¹
orbital gap (spin up / spin down) = 11.64 / 6.70 eV
multiplicity = 2

Last column: natural (NBO) charge in e.
Cartesian coordinates (Å):
N 1.43 2.24 1.04  -0.702
N -0.93 -2.28 0.51  -0.306
C -0.78 -0.20 -0.98  -0.368
C -0.58 -1.81 -0.80  -0.278
C -0.23 0.64 0.14  -0.171
C 0.69 1.56 -0.10  -0.027
H -0.17 -2.79 0.96  0.432
H -1.86 -0.22 -0.93  0.260
H -0.59 0.44 1.15  0.239
H 1.96 3.06 0.72  0.467
H -1.09 -2.33 -1.63  0.306
H 0.90 2.10 -1.01  0.259
H -1.81 -2.79 0.62  0.435
H 2.11 1.57 1.42  0.461
H 0.49 -1.90 -0.96  0.258
H -0.35 0.10 -1.93  0.271
H 0.82 2.60 1.78  0.463

B.
This record from OMol25 describes 2 unconnected molecules or ions with the total composition C4H11N2. The level of theory is ωB97M-V/def2-TZVPD.

Output
net charge = +2
M = 87.1 g mol⁻¹
orbital gap (spin up / spin down) = 8.88 / 6.64 eV
multiplicity = 2

Last column: natural (NBO) charge in e.
Cartesian coordinates (Å):
N 0.15 -2.56 -0.69  -0.340
N -1.43 -1.11 1.33  -0.801
C 0.25 0.67 0.62  0.528
C 0.92 1.51 -1.55  -0.559
C -0.78 0.18 1.22  -0.151
C 0.80 1.82 0.00  -0.558
H 1.74 2.06 0.49  0.305
H 0.04 0.94 -1.86  0.215
H 1.03 2.42 -2.12  0.294
H 0.23 -3.58 -0.57  0.444
H -1.38 -1.25 2.34  0.426
H 0.80 -1.99 -0.15  0.407
H -2.42 -1.08 1.07  0.437
H 0.03 2.59 0.08  0.323
H -0.92 0.73 2.17  0.365
H 1.76 0.84 -1.74  0.238
H -0.81 -2.20 -0.66  0.426

Preferred: A; penalty for the next structure: 87.4 kcal/mol.

A.
This record from OMol25 describes 2 unconnected molecules or ions with the total composition C4H10BN. The level of theory is ωB97M-V/def2-TZVPD.

Output
net charge = 0
M = 82.9 g mol⁻¹
orbital gap (spin up / spin down) = 8.63 / 8.06 eV

Last column: natural (NBO) charge in e.
Cartesian coordinates (Å):
N -0.35 1.17 -0.61  -0.926
C -1.80 0.90 -0.42  -0.223
C -1.83 -0.40 0.49  -0.420
C 3.56 -0.11 0.22  -0.556
C -0.45 -1.06 0.19  -0.800
B 0.50 0.19 -0.29  0.732
H -0.06 -1.52 1.20  0.228
H -2.09 0.67 -1.45  0.182
H 3.60 0.53 -0.65  0.185
H 3.53 0.32 1.20  0.163
H -0.54 -1.91 -0.56  0.237
H -0.20 1.96 -1.31  0.409
H -2.47 1.72 -0.02  0.200
H 3.35 -1.11 0.28  0.167
H -2.12 -0.20 1.51  0.212
H -2.64 -1.15 0.23  0.210

B.
This record from OMol25 describes C4H10BN in the gas phase. The level of theory is ωB97M-V/def2-TZVPD.

Output
SMILES string = C[C@@H]1BNCC1
net charge = 0
M = 82.9 g mol⁻¹
orbital gap = 10.20 eV

Last column: natural (NBO) charge in e.
Cartesian coordinates (Å):
N 1.68 -0.85 -0.66  -0.820
C 1.73 0.36 0.31  -0.215
C 0.32 0.44 0.86  -0.407
C -2.08 -0.05 0.20  -0.597
C -0.62 0.17 -0.28  -0.561
B 0.16 -0.97 -1.03  0.703
H 2.52 0.31 1.00  0.193
H -0.69 1.10 -1.04  0.230
H 2.02 1.22 -0.32  0.171
H 0.11 1.44 1.37  0.207
H -2.51 -1.03 0.07  0.206
H -2.80 0.56 -0.32  0.208
H -0.24 -1.77 -1.65  -0.102
H -2.13 0.17 1.21  0.201
H 2.34 -0.81 -1.34  0.377
H 0.19 -0.28 1.62  0.205

Preferred: B; penalty for the next structure: 82.6 kcal/mol.

A.
This record from OMol25 describes a molecular structure, C15H20Br2N3NiO2S2. The level of theory is ωB97M-V/def2-TZVPD.

Output
net charge = +1
M = 557.0 g mol⁻¹
orbital gap (spin up / spin down) = 6.92 / 6.91 eV

Last column: natural (NBO) charge in e.
Cartesian coordinates (Å):
Br -2.56 -6.31 -1.13  0.093
Br 2.49 -4.05 -0.03  0.076
Ni -0.13 0.10 -0.29  1.143
S 0.29 0.40 1.95  -0.318
S -0.52 3.27 -0.18  1.257
O -0.50 1.91 -0.85  -1.027
O 0.87 -1.41 -0.39  -0.749
N -1.68 -1.08 -0.86  -0.533
N 2.51 1.78 2.22  -0.579
N 2.76 -0.52 1.74  -0.561
C -2.07 -3.48 -0.99  -0.120
C -2.14 3.97 -0.53  -0.809
C -1.23 -2.37 -0.81  0.116
C -3.43 -3.21 -1.24  -0.084
C -2.96 -0.85 -1.08  0.267
C 0.50 4.26 -1.29  -0.804
C -3.43 0.56 -1.12  -0.649
C 2.03 0.56 1.95  0.387
C 0.16 -2.51 -0.53  0.359
C 0.67 -3.79 -0.43  -0.173
C 3.88 2.26 2.28  -0.423
C -1.49 -4.78 -0.90  -0.086
C -0.16 -4.92 -0.62  -0.222
C -3.87 -1.92 -1.27  -0.254
C 4.20 -0.69 1.67  -0.424
H 2.21 -1.29 1.38  0.451
H 4.40 -1.75 1.73  0.237
H 1.35 3.63 -1.54  0.261
H 4.70 -0.21 2.51  0.213
H 4.46 1.91 1.43  0.215
H 4.61 -0.32 0.72  0.208
H -3.00 1.08 -1.98  0.241
H -3.11 1.07 -0.21  0.219
H -4.12 -4.03 -1.38  0.244
H 4.38 1.98 3.21  0.213
H -0.04 4.54 -2.18  0.246
H -2.86 3.18 -0.33  0.257
H -2.21 4.28 -1.57  0.244
H 1.79 2.43 2.47  0.422
H 0.85 5.14 -0.75  0.250
H 3.84 3.35 2.23  0.225
H -4.51 0.61 -1.18  0.233
H -4.91 -1.69 -1.45  0.232
H -2.32 4.80 0.15  0.256
H 0.28 -5.91 -0.55  0.251

B.
This record from OMol25 describes a molecular structure, C15H20Br2N3NiO2S2. The level of theory is ωB97M-V/def2-TZVPD.

Output
net charge = +1
M = 557.0 g mol⁻¹
orbital gap (spin up / spin down) = 6.81 / 6.80 eV

Last column: natural (NBO) charge in e.
Cartesian coordinates (Å):
Br 5.13 -4.43 1.02  0.090
Br -0.01 -4.25 -1.30  0.088
Ni 0.33 0.44 0.29  1.089
S -2.26 0.50 -1.30  1.278
S 1.12 2.37 -0.72  -0.261
O -1.52 0.91 -0.02  -1.024
O 0.10 -1.35 -0.21  -0.797
N 1.99 -0.15 1.13  -0.505
N -0.62 3.52 0.90  -0.599
N 1.15 4.84 0.09  -0.572
C 4.41 -1.36 1.74  -0.085
C 2.91 0.52 1.81  0.280
C 3.56 -3.46 0.63  -0.086
C 0.49 3.69 0.18  0.371
C 1.17 -2.06 0.03  0.279
C 2.23 -1.44 0.75  0.180
C 4.15 -0.07 2.11  -0.257
C -2.75 -1.19 -1.05  -0.829
C 1.36 -3.37 -0.35  -0.148
C 2.54 -4.07 -0.05  -0.219
C 2.61 1.92 2.28  -0.655
C -3.84 1.30 -1.10  -0.809
C 0.86 6.16 0.63  -0.423
C -1.25 4.39 1.89  -0.423
C 3.43 -2.11 1.05  -0.130
H 2.64 -5.10 -0.36  0.251
H -4.27 1.00 -0.14  0.247
H -3.33 -1.49 -1.92  0.248
H 3.14 2.13 3.20  0.238
H 1.96 4.79 -0.52  0.425
H -1.06 2.62 0.74  0.447
H -1.46 5.38 1.50  0.213
H 4.88 0.51 2.65  0.234
H 5.36 -1.81 1.98  0.246
H 0.00 6.62 0.14  0.211
H -3.34 -1.27 -0.14  0.241
H -1.84 -1.78 -0.98  0.307
H 2.93 2.64 1.52  0.245
H 1.73 6.79 0.45  0.234
H -3.68 2.37 -1.13  0.251
H -4.48 1.00 -1.93  0.257
H -0.64 4.47 2.79  0.209
H -2.20 3.93 2.15  0.229
H 1.54 2.05 2.45  0.222
H 0.70 6.13 1.71  0.214

Preferred: B; penalty for the next structure: 11.5 kcal/mol.

A.
This record from OMol25 describes C8H10N2 in the gas phase. The level of theory is ωB97M-V/def2-TZVPD.

Output
SMILES string = C[C@@H]1C(C)(C)C1(C#N)C#N
net charge = 0
M = 134.2 g mol⁻¹
orbital gap = 10.79 eV

Last column: natural (NBO) charge in e.
Cartesian coordinates (Å):
N 1.90 2.18 0.66  -0.308
N 3.16 -1.66 -0.40  -0.286
C 1.70 1.12 0.27  0.302
C -0.11 0.03 -0.91  -0.141
C -1.09 0.56 1.28  -0.628
C 2.23 -1.03 -0.17  0.298
C 1.18 -0.12 -0.02  -0.352
C -0.31 -0.41 0.43  0.027
C -0.42 1.42 -1.50  -0.634
C -0.51 -1.93 0.62  -0.619
H -0.79 -2.25 1.71  0.231
H -1.89 0.96 0.71  0.223
H -0.22 -0.64 -1.78  0.241
H -1.46 -0.01 2.18  0.226
H -1.49 1.25 -1.74  0.219
H -0.08 1.78 -2.52  0.250
H -0.50 2.21 -0.82  0.230
H -0.28 1.30 1.64  0.254
H -1.44 -2.21 0.04  0.224
H 0.43 -2.54 0.31  0.243

B.
This record from OMol25 describes C8H10N2 in the gas phase. The level of theory is ωB97M-V/def2-TZVPD.

Output
SMILES string = C1=C[C@]23C[C@]12N1NCC[C@H]13
net charge = 0
M = 134.2 g mol⁻¹
orbital gap = 8.37 eV

Last column: natural (NBO) charge in e.
Cartesian coordinates (Å):
N -1.19 -1.54 0.07  -0.469
N -0.60 -0.54 -0.74  -0.283
C -1.17 0.50 1.37  -0.452
C -2.03 -0.82 1.09  -0.239
C 0.94 0.93 -0.25  -0.070
C 1.59 1.22 -1.54  -0.162
C -0.59 0.77 -0.03  -0.068
C 1.58 0.00 -2.08  -0.180
C 1.62 -0.24 0.34  -0.425
C 0.88 -0.64 -0.91  0.079
H -1.67 1.43 1.64  0.228
H -1.06 1.56 -0.65  0.212
H -2.43 -1.42 1.86  0.220
H -0.42 0.25 2.20  0.206
H 2.03 -0.41 -2.86  0.194
H -0.36 -2.15 0.35  0.346
H 2.74 -0.15 0.31  0.245
H 1.20 -0.38 1.32  0.221
H 1.79 2.19 -1.86  0.200
H -2.84 -0.56 0.37  0.197

Preferred: A; penalty for the next structure: 95.6 kcal/mol.

A.
This record from OMol25 describes C8H10N2 in the gas phase. The level of theory is ωB97M-V/def2-TZVPD.

Output
SMILES string = c1ccc2c(c1)CNCN2
net charge = 0
M = 134.2 g mol⁻¹
orbital gap = 8.22 eV

Last column: natural (NBO) charge in e.
Cartesian coordinates (Å):
N 1.52 0.99 -0.11  -0.622
N -0.38 2.02 -1.33  -0.616
C -1.40 1.22 -0.50  -0.248
C 0.85 2.24 -0.47  -0.051
C -0.95 -2.40 0.73  -0.265
C -1.45 -1.16 0.18  -0.185
C 1.29 -1.30 0.71  -0.292
C 0.72 -0.09 0.12  0.195
C -0.71 -0.11 -0.18  -0.091
C 0.44 -2.43 1.05  -0.186
H -1.50 -3.29 0.89  0.211
H -1.66 1.68 0.48  0.185
H -0.66 3.03 -1.50  0.357
H 0.80 -3.43 1.47  0.215
H -2.28 1.11 -1.22  0.218
H -2.46 -1.15 -0.01  0.200
H 1.49 2.93 -1.02  0.199
H 0.53 2.69 0.45  0.150
H 2.31 -1.32 1.09  0.208
H 2.71 0.81 -0.26  0.417

B.
This record from OMol25 describes C8H10N2 in the gas phase. The level of theory is ωB97M-V/def2-TZVPD.

Output
net charge = 0
M = 134.2 g mol⁻¹
orbital gap (spin up / spin down) = 8.67 / 8.67 eV

Last column: natural (NBO) charge in e.
Cartesian coordinates (Å):
N 0.27 -1.54 -1.53  -0.808
N -2.94 -0.84 -0.35  -0.330
C -1.84 -0.74 -0.71  0.223
C -0.49 -0.48 -1.02  0.133
C 1.79 1.09 0.30  -0.225
C -1.21 -0.54 2.13  -0.710
C 0.95 0.62 1.42  -0.372
C -0.18 -0.05 1.20  0.139
C -0.01 0.86 -1.59  -0.470
C 1.29 1.34 -0.91  -0.174
H 2.06 1.74 -1.70  0.198
H 1.24 -1.40 -1.34  0.404
H -0.70 1.62 -1.56  0.238
H 2.89 1.32 0.34  0.224
H -1.14 -0.13 3.11  0.229
H -2.12 -0.20 1.84  0.244
H 1.33 0.68 2.37  0.210
H 0.20 0.63 -2.58  0.225
H -0.25 -2.35 -1.36  0.391
H -1.15 -1.61 1.94  0.231

C.
This record from OMol25 describes 2 unconnected molecules or ions with the total composition C8H10N2. The level of theory is ωB97M-V/def2-TZVPD.

Output
net charge = 0
M = 134.2 g mol⁻¹
orbital gap (spin up / spin down) = 9.35 / 7.56 eV

Last column: natural (NBO) charge in e.
Cartesian coordinates (Å):
N -1.65 1.86 0.43  -0.495
N -0.93 1.84 1.82  -0.479
C -1.66 0.71 1.24  0.374
C 1.16 -0.97 -2.38  -0.197
C -2.62 -0.21 1.83  -0.696
C 0.18 -0.77 -1.43  -0.350
C 0.47 -0.46 -0.14  0.091
C 2.79 -0.41 -0.79  -0.210
C 1.82 -0.27 0.17  -0.316
C 2.51 -0.77 -2.05  -0.227
H 0.80 -1.29 -3.37  0.211
H -2.07 -0.82 2.65  0.253
H 3.24 -0.87 -2.80  0.212
H -3.16 -0.83 1.15  0.244
H -3.44 0.38 2.40  0.218
H -0.82 -1.09 -1.71  0.211
H -0.93 2.07 -0.25  0.391
H 3.82 -0.37 -0.54  0.210
H 2.02 -0.01 1.23  0.224
H -1.53 2.27 2.53  0.332

Preferred: A; penalty for the next structure: 59.8 kcal/mol.

A.
This record from OMol25 describes C2H3NO2S2 in the gas phase. The level of theory is ωB97M-V/def2-TZVPD.

Output
net charge = 0
M = 137.2 g mol⁻¹
orbital gap (spin up / spin down) = 7.46 / 7.07 eV

Last column: natural (NBO) charge in e.
Cartesian coordinates (Å):
S 1.83 1.16 -0.12  0.458
S -0.99 -0.35 -0.30  1.479
O -0.20 -1.57 -0.13  -0.973
O -1.81 0.01 1.06  -0.875
N 2.18 -1.33 -1.27  -0.585
C 0.17 1.14 -0.06  -0.833
C 2.35 -0.16 -1.04  0.175
H -2.59 -0.62 1.14  0.497
H -0.21 2.04 -0.67  0.221
H 1.29 -1.71 -0.99  0.436

B.
This record from OMol25 describes C2H3NO2S2 in the gas phase. The level of theory is ωB97M-V/def2-TZVPD.

Output
SMILES string = O=C(S)C(=S)NO
net charge = 0
M = 137.2 g mol⁻¹
orbital gap = 8.14 eV

Last column: natural (NBO) charge in e.
Cartesian coordinates (Å):
S 0.28 2.03 -0.09  -0.039
S -2.20 -0.31 0.19  0.072
O 2.16 -1.28 0.53  -0.527
O -0.24 -1.81 -0.57  -0.561
N 1.81 -0.10 -0.09  -0.281
C -0.51 -0.69 -0.12  0.342
C 0.56 0.44 -0.11  -0.056
H 1.79 -2.00 -0.03  0.501
H -1.91 0.85 0.79  0.151
H 2.56 0.64 -0.13  0.398

C.
This record from OMol25 describes C2H3NO2S2 in the gas phase. The level of theory is ωB97M-V/def2-TZVPD.

Output
SMILES string = CC(=O)SSN=O
net charge = 0
M = 137.2 g mol⁻¹
orbital gap = 8.60 eV

Last column: natural (NBO) charge in e.
Cartesian coordinates (Å):
S 3.63 -3.29 0.13  0.526
S 2.23 -1.54 -0.21  -0.224
O 1.85 -4.93 -0.57  -0.294
O -0.39 -2.54 -0.21  -0.471
N 2.96 -4.66 -0.17  -0.115
C -0.13 -0.20 -0.19  -0.707
C 0.31 -1.63 -0.28  0.555
H -0.94 -0.10 -0.79  0.238
H -0.29 -0.03 0.86  0.255
H 0.77 0.49 -0.55  0.237

Preferred: B; penalty for the next structure: 33.5 kcal/mol.

A.
This record from OMol25 describes a molecular structure, CdI. The level of theory is ωB97M-V/def2-TZVPD.

Output
net charge = +1
M = 239.3 g mol⁻¹
orbital gap = 7.54 eV

Last column: natural (NBO) charge in e.
Cartesian coordinates (Å):
I -0.79 0.24 -0.75  -0.315
Cd 0.79 -0.24 0.75  1.315

B.
This record from OMol25 describes a molecular structure, CdI. The level of theory is ωB97M-V/def2-TZVPD.

Output
net charge = +1
M = 239.3 g mol⁻¹
orbital gap = 6.39 eV

Last column: natural (NBO) charge in e.
Cartesian coordinates (Å):
I -8.04 10.09 24.58  -0.226
Cd -7.17 11.84 26.42  1.226

Preferred: B; penalty for the next structure: 17.2 kcal/mol.